P | This record from the Open Molecules 2025 dataset describes a molecular structure, C11H44N22O11. The level of theory is ωB97M-V with the def2-TZVPD basis set.

Properties
- LUMO energy (eV) = -0.16

```
! wB97M-V def2-TZVPD RIJCOSX def2/J DEFGRID3
* xyz 0 1
C -2.273 -0.944 -0.982
O -2.450 0.207 -0.584
N -1.996 -1.232 -2.196
N -2.514 -1.905 -0.255
H -2.004 -2.207 -2.459
H -1.816 -0.529 -2.898
H -2.210 -2.792 -0.630
H -2.808 -1.776 0.702
C -1.929 0.306 4.066
O -3.023 0.192 4.478
N -0.858 0.459 4.692
N -1.642 0.296 2.768
H 0.088 0.459 4.338
H -1.056 0.565 5.677
H -2.432 0.163 2.153
H -0.664 0.286 2.517
C -1.631 1.414 -3.200
O -2.219 0.387 -3.530
N -0.796 1.435 -2.230
N -1.897 2.643 -3.673
H -0.490 2.256 -1.727
H -0.788 0.615 -1.640
H -1.360 3.400 -3.275
H -2.627 2.650 -4.371
C -0.301 -2.470 1.740
O 0.617 -3.000 1.186
N -1.147 -3.054 2.528
N -0.647 -1.190 1.762
H -2.035 -2.667 2.814
H -1.035 -4.040 2.714
H -1.601 -0.881 1.879
H -0.179 -0.573 1.114
C 3.724 -0.778 -1.430
O 2.997 -1.102 -2.358
N 4.314 0.311 -1.351
N 3.752 -1.370 -0.329
H 4.995 0.450 -0.618
H 4.278 0.914 -2.161
H 3.324 -2.269 -0.159
H 4.383 -0.965 0.348
C 1.618 -1.112 2.948
O 2.214 -0.785 1.939
N 1.375 -2.348 3.314
N 1.194 -0.306 3.877
H 0.913 -2.575 4.183
H 1.279 -3.073 2.617
H 0.776 -0.537 4.767
H 1.387 0.654 3.630
C 0.115 1.890 2.440
O 0.904 1.091 1.980
N -0.931 2.353 1.878
N 0.262 2.543 3.559
H -1.276 1.956 1.016
H -1.426 3.158 2.235
H 1.098 2.432 4.114
H -0.591 2.923 3.944
C 0.514 0.022 -0.393
O 0.237 0.062 -1.582
N -0.313 0.544 0.498
N 1.699 -0.368 0.171
H -0.037 0.907 1.399
H -1.077 1.005 0.025
H 2.410 -0.731 -0.448
H 1.656 -0.542 1.165
C 0.601 0.516 -4.647
O 0.285 1.576 -5.092
N 0.662 0.187 -3.394
N 1.219 -0.359 -5.322
H 0.411 0.891 -2.714
H 0.726 -0.791 -3.153
H 1.315 -0.236 -6.320
H 1.718 -1.100 -4.850
C 1.249 -2.848 -2.684
O 0.312 -3.423 -3.115
N 1.242 -1.665 -2.060
N 2.500 -3.154 -2.908
H 2.101 -1.282 -1.693
H 0.356 -1.223 -1.862
H 2.796 -3.944 -3.464
H 3.147 -2.414 -2.676
C -1.819 3.326 0.220
O -0.592 3.301 0.039
N -2.607 4.343 0.203
N -2.461 2.256 0.205
H -3.604 4.254 0.338
H -2.146 5.232 0.075
H -3.456 2.368 0.071
H -2.002 1.361 0.110
*
```

Q | This record from the Open Molecules 2025 dataset describes 11 unconnected molecules or ions with the total composition C11H44N22O11. The level of theory is ωB97M-V with the def2-TZVPD basis set.

Properties
- structure (SMILES) = NC(N)=O.NC(N)=O.NC(N)=O.NC(N)=O.NC(N)=O.NC(N)=O.NC(N)=O.NC(N)=O.NC(N)=O.NC(N)=O.NC(N)=O
- LUMO energy (eV) = 0.07

```
! wB97M-V def2-TZVPD RIJCOSX def2/J DEFGRID3
* xyz 0 1
N -9.223 -0.114 1.959
C -7.953 -0.361 2.159
N -7.741 -1.598 2.019
O -7.291 0.488 2.530
H -9.784 -0.937 1.787
H -9.465 0.853 2.117
H -8.440 -2.288 1.786
H -6.740 -1.574 2.150
N 1.019 3.867 -5.810
C 0.784 3.631 -7.088
N 0.427 4.709 -7.748
O 0.831 2.570 -7.621
H 1.272 4.783 -5.467
H 1.588 3.107 -5.464
H 0.336 5.536 -7.176
H 0.391 4.567 -8.747
N 1.492 -3.339 7.436
C 1.977 -2.723 8.492
N 3.148 -3.221 8.810
O 1.469 -1.941 9.146
H 0.630 -2.939 7.091
H 1.992 -4.054 6.928
H 3.535 -3.984 8.275
H 3.697 -2.853 9.574
N -0.602 0.719 -0.017
C -0.423 -0.251 0.890
N 0.832 -0.370 1.178
O -1.339 -1.030 1.301
H 0.268 1.175 -0.252
H -1.378 0.681 -0.662
H 1.519 0.021 0.549
H 1.026 -1.160 1.776
N -2.695 9.792 -5.243
C -1.802 8.908 -4.807
N -2.383 7.973 -4.094
O -0.596 8.912 -5.019
H -3.599 9.689 -4.805
H -2.474 10.596 -5.813
H -3.365 8.071 -3.879
H -1.798 7.336 -3.573
N -2.249 -7.287 2.319
C -1.140 -7.904 2.014
N -1.186 -9.087 2.515
O -0.142 -7.385 1.514
H -2.263 -6.328 2.005
H -3.050 -7.774 2.694
H -2.105 -9.361 2.833
H -0.632 -9.901 2.293
N -6.273 3.548 -4.754
C -6.155 2.913 -3.667
N -6.501 3.605 -2.572
O -5.739 1.806 -3.636
H -5.906 3.273 -5.654
H -6.430 4.543 -4.680
H -6.460 3.193 -1.651
H -7.080 4.418 -2.724
N 7.597 -3.884 1.159
C 6.479 -4.430 1.745
N 5.987 -5.358 0.954
O 6.008 -4.112 2.800
H 8.123 -3.127 1.573
H 7.867 -4.155 0.224
H 5.110 -5.795 1.199
H 6.423 -5.813 0.165
N 6.428 -3.664 -6.882
C 6.252 -3.110 -5.704
N 5.161 -2.422 -5.683
O 6.930 -3.251 -4.674
H 5.782 -3.618 -7.656
H 7.065 -4.447 -6.855
H 4.811 -2.034 -4.819
H 4.732 -2.299 -6.590
N 6.115 3.746 -2.025
C 6.307 2.477 -1.782
N 7.488 2.184 -2.165
O 5.532 1.616 -1.499
H 5.306 4.079 -1.520
H 6.917 4.305 -2.280
H 7.714 1.200 -2.138
H 8.040 3.002 -2.381
N -3.708 0.623 9.931
C -4.315 0.517 8.761
N -3.395 0.177 7.947
O -5.494 0.566 8.505
H -2.724 0.494 10.118
H -4.293 0.878 10.714
H -2.468 0.232 8.344
H -3.611 -0.099 7.000
*
```

Relative to the most stable structure, the computed energies are P 40.376; Q 0.000, all in eV.

P | This record from the Open Molecules 2025 dataset describes 9 unconnected molecules or ions with the total composition H20NO8. The level of theory is ωB97M-V with the def2-TZVPD basis set.

Properties
- LUMO energy (eV) = -3.13

```
! wB97M-V def2-TZVPD RIJCOSX def2/J DEFGRID3
* xyz 1 1
N -0.148 -0.237 0.373
H 0.318 -1.057 -0.142
H -0.623 0.299 -0.394
H 0.631 0.367 0.650
H -0.807 -0.245 1.032
O 3.212 0.175 1.024
H 3.464 -0.528 1.552
H 3.850 0.907 1.049
O -0.389 2.568 -0.814
H 0.460 2.897 -1.299
H -1.004 3.378 -0.795
O -0.729 1.474 3.003
H 0.053 1.628 3.308
H -1.444 2.207 3.133
O 2.014 -1.662 -0.957
H 2.120 -2.601 -0.601
H 2.507 -0.980 -0.648
O -1.487 1.156 -3.082
H -1.243 0.384 -2.567
H -1.831 1.477 -2.300
O -3.557 0.075 -0.916
H -3.678 0.890 -0.419
H -4.215 -0.457 -0.399
O -0.665 -1.339 -2.184
H -1.187 -2.069 -1.912
H 0.072 -1.845 -2.056
O 1.349 -2.130 1.777
H 0.898 -2.783 2.124
H 2.056 -1.949 2.460
*
```

Q | This record from the Open Molecules 2025 dataset describes 9 unconnected molecules or ions with the total composition H20NO8. The level of theory is ωB97M-V with the def2-TZVPD basis set.

Properties
- LUMO energy (eV) = -3.21

```
! wB97M-V def2-TZVPD RIJCOSX def2/J DEFGRID3
* xyz 1 1
N 0.216 0.874 -0.102
H 1.123 0.830 -0.606
H 0.123 -0.086 0.270
H -0.559 1.172 -0.698
H 0.267 1.509 0.701
O -2.360 1.059 1.410
H -3.020 1.676 1.065
H -2.869 0.423 1.930
O -0.592 1.827 -2.572
H -1.385 1.245 -2.511
H -0.948 2.723 -2.520
O 0.316 -1.744 1.065
H 0.619 -2.463 0.492
H 0.411 -2.082 1.966
O 2.551 -0.168 -0.963
H 3.224 -0.029 -1.643
H 2.427 -1.127 -0.933
O 0.208 1.659 2.786
H 0.090 2.375 3.422
H -0.690 1.476 2.463
O 3.425 -1.156 2.186
H 3.575 -2.107 2.243
H 2.599 -1.064 1.698
O -2.504 -0.014 -1.857
H -2.984 -0.257 -1.054
H -2.895 -0.557 -2.556
O 0.188 -2.171 -1.724
H 0.169 -1.341 -2.219
H -0.724 -2.483 -1.738
*
```

Relative to the most stable structure, the computed energies are P 3.386; Q 0.000, all in eV.

P | This record from the Open Molecules 2025 dataset describes C3H4P2 in the gas phase. The level of theory is ωB97M-V with the def2-TZVPD basis set.

Properties
- LUMO energy (alpha / beta) (eV) = 0.27 / -1.75

```
! wB97M-V def2-TZVPD RIJCOSX def2/J DEFGRID3
* xyz 0 3
C -0.147 0.958 0.371
C 1.995 -0.983 -0.042
C -1.377 1.344 0.100
P 1.429 0.737 -0.343
P 3.404 0.249 0.184
H 1.611 -1.485 0.845
H 2.024 -1.639 -0.909
H -2.091 1.351 0.911
H -1.740 1.630 -0.878
*
```

Q | This record from the Open Molecules 2025 dataset describes a molecular structure, C3H4P2. The level of theory is ωB97M-V with the def2-TZVPD basis set.

Properties
- LUMO energy (alpha / beta) (eV) = -0.11 / -2.09

```
! wB97M-V def2-TZVPD RIJCOSX def2/J DEFGRID3
* xyz 0 3
C -0.887 -0.211 -0.299
C 0.355 0.006 0.466
C 2.186 0.605 0.383
P -2.623 -0.432 0.178
P 1.926 -0.916 -0.148
H -0.899 -0.122 -1.401
H 0.191 -0.165 1.538
H -3.032 -0.338 -1.137
H 2.783 1.573 0.419
*
```

Relative to the most stable structure, the computed energies are P 0.000; Q 2.227, all in eV.